This record from the Open Molecules 2025 dataset describes a 2-piece molecular cluster, C11H12NO2 overall in a non-equilibrium geometry. The level of theory is the ωB97M-V functional and the def2-TZVPD basis.

## Properties
**Highest occupied orbital energy**: -4.5 eV
**Molecular weight**: 190.22 g/mol
**Total charge**: -1
**Orbital gap**: 7.786 eV
**Strongest force on any atom**: 3.374 eV Å⁻¹

Geometry (Å):
C -0.18686 -0.93484 -5.17687
C -0.79663 -1.10837 -3.69520
O 0.07405 -0.97349 -2.80572
O -2.00946 -1.34152 -3.71956
H 0.90366 -1.08259 -5.19353
H -0.61783 -0.00156 -5.56116
H -0.44801 -1.83500 -5.73632
C 2.63584 -0.24905 2.52386
C 1.42182 -0.41444 0.23110
C 1.63154 0.13073 1.47551
C -0.52476 0.38327 0.70953
C 0.34043 0.71045 1.80941
C -1.87892 0.67796 0.81216
C -0.19100 1.25342 2.98048
C -2.33159 1.26165 1.98232
C -1.59551 1.25362 3.15566
N 0.16765 -0.27118 -0.29182
H 2.15586 -0.99789 -0.30407
H -0.04840 -0.68251 -1.24798
H 2.13717 -0.58883 3.41984
H 3.19386 0.71483 2.60184
H -2.49092 0.57449 -0.09177
H 0.36961 1.47020 3.85633
H -3.36465 1.59624 1.97817
H -1.99842 1.28257 4.15709
H 3.45148 -0.82818 2.13069

Cartesian forces (eV/Å) of the 3 atoms listed first:
C 0.12 -1.15 1.09
C 0.77 0.03 -3.01
O -0.37 -0.19 1.11

This record from the Open Molecules 2025 dataset describes a 5-piece molecular cluster, C35H43FO5 overall in a non-equilibrium geometry. The level of theory is the ωB97M-V functional and the def2-TZVPD basis.

## Properties
**Highest occupied orbital energy**: -9.2 eV
**Molecular weight**: 562.72 g/mol
**Orbital gap**: 9.526 eV
**Structure (SMILES)**: CCOCCOCCOC[C@@H]1CC(=O)O[C@@H]1F.c1ccccc1.c1ccccc1.c1ccccc1.c1ccccc1
**Strongest force on any atom**: 6.590 eV Å⁻¹

Geometry (Å):
C 4.70649 -1.03287 2.24493
C 4.75503 0.41388 1.52779
O 4.23122 1.49519 2.33393
C 2.92033 1.92419 1.90715
C 1.82504 1.18821 2.86892
O 0.70017 2.03739 3.20257
C -0.54700 1.52987 2.67650
C -1.85640 2.05381 3.45102
O -2.75268 0.91776 3.66168
C -3.43624 0.55182 2.43255
C -2.81897 -0.72988 1.68741
C -1.89949 -0.53365 0.38547
C -2.35619 -1.61123 -0.70462
O -2.18760 -1.63051 -1.95234
O -3.07546 -2.58416 0.10774
C -3.78393 -1.91855 1.19684
F -4.93015 -1.29970 0.59046
H 3.72178 -1.59816 2.06719
H 4.87566 -0.95811 3.37646
H 5.52818 -1.68317 1.75230
H 5.88010 0.64711 1.36928
H 4.28745 0.30932 0.49014
H 2.64040 1.63308 0.83750
H 2.75943 3.06656 1.98888
H 2.31126 0.88149 3.87396
H 1.54924 0.21224 2.33753
H -0.54422 0.37502 2.78770
H -0.69796 1.77483 1.55473
H -1.57118 2.50440 4.47959
H -2.44094 2.87044 2.90346
H -3.55533 1.46173 1.72459
H -4.51863 0.28117 2.74640
H -2.06864 -1.14306 2.44981
H -1.88427 0.52810 -0.08059
H -0.78974 -0.67985 0.67497
H -3.91475 -2.55300 2.13648
C 0.05186 -0.56031 -3.49949
C 1.09936 -0.01161 -2.76501
C 2.12661 0.66692 -3.41448
C 2.10920 0.79349 -4.80035
C 1.06710 0.23727 -5.53617
C 0.03775 -0.43806 -4.88644
H -0.75362 -1.08436 -2.99045
H 1.11466 -0.11240 -1.68388
H 2.94120 1.09733 -2.84070
H 2.90831 1.32442 -5.30671
H 1.05656 0.33089 -6.61767
H -0.77587 -0.86969 -5.46058
C 5.49527 -0.27758 6.72312
C 5.07856 -1.47671 7.29318
C 5.99285 -2.28485 7.96204
C 7.32580 -1.89576 8.05726
C 7.74437 -0.70107 7.47924
C 6.82940 0.10892 6.81358
H 4.78082 0.35563 6.20736
H 4.03972 -1.78143 7.21679
H 5.66694 -3.21814 8.40934
H 8.03828 -2.52428 8.58081
H 8.78489 -0.40036 7.54829
H 7.15537 1.04147 6.36494
C -5.75111 2.94840 -0.21249
C -5.93943 3.85985 0.82219
C -6.25527 5.18424 0.53487
C -6.37868 5.59854 -0.78812
C -6.18130 4.68911 -1.82293
C -5.86911 3.36389 -1.53567
H -5.51139 1.91389 0.01197
H -5.84074 3.53733 1.85403
H -6.40540 5.89391 1.34180
H -6.62742 6.63030 -1.01243
H -6.27170 5.01337 -2.85465
H -5.71752 2.65443 -2.34244
C -2.06897 -4.84288 -7.35151
C -2.25095 -5.15578 -8.69516
C -1.69789 -4.34381 -9.68069
C -0.96583 -3.21552 -9.32259
C -0.79155 -2.89732 -7.97912
C -1.34157 -3.71156 -6.99316
H -2.49462 -5.47982 -6.58336
H -2.82385 -6.03410 -8.97466
H -1.83717 -4.59006 -10.72822
H -0.53238 -2.58380 -10.09065
H -0.22562 -2.01417 -7.69975
H -1.20366 -3.46477 -5.94545

Cartesian forces (eV/Å) of the 3 atoms listed first:
C -0.05 -0.10 -0.40
C 1.62 -1.18 0.16
O -1.04 -0.34 -1.94

This record from the Open Molecules 2025 dataset describes a 3-piece molecular cluster, CHNO3S overall in a non-equilibrium geometry. The level of theory is the ωB97M-V functional and the def2-TZVPD basis.

## Properties
**Highest occupied orbital energy (alpha / beta)**: -0.3 / -1.2 eV
**Multiplicity**: 3
**Molecular weight**: 107.09 g/mol
**Total charge**: -2
**Orbital gap (alpha / beta)**: 6.332 / 6.309 eV
**Strongest force on any atom**: 1.477 eV Å⁻¹

Geometry (Å):
C 0.55001 -1.17267 0.30960
N -8.09525 -0.91973 -0.02280
O -8.06193 -0.38897 -1.17166
O -8.24124 -0.16598 0.98350
O 0.19042 -2.17070 0.85994
S 3.29244 -0.84510 -0.32257
H 0.00506 -0.26253 -0.09480

Cartesian forces (eV/Å) of the 3 atoms listed first:
C 1.05 -0.78 0.49
N -0.06 0.39 -0.07
O -0.14 -0.06 1.33

This record from the Open Molecules 2025 dataset describes C5H7ClO as an isolated structure in a non-equilibrium geometry. The level of theory is the ωB97M-V functional and the def2-TZVPD basis.

## Properties
**Highest occupied orbital energy**: -9.3 eV
**Molecular weight**: 118.56 g/mol
**Orbital gap**: 9.994 eV
**Strongest force on any atom**: 4.202 eV Å⁻¹

Geometry (Å):
C -0.99883 1.58270 0.41992
C 0.58023 -1.76625 0.38184
C -0.63312 0.36407 0.81581
C 0.25073 -0.56262 0.02983
C 1.43968 0.14855 -1.34017
O 1.83359 1.34362 -0.90027
Cl 2.86097 -0.92241 -1.21382
H -1.28998 2.28502 1.19114
H -1.13328 1.91220 -0.66242
H 1.40349 -2.24530 -0.12024
H -0.00021 -2.36417 1.09527
H -0.75522 0.13716 1.85337
H 1.10226 0.09643 -2.40894
H 1.57896 1.60913 -0.00655

Cartesian forces (eV/Å) of the 3 atoms listed first:
C -0.74 0.45 -1.21
C -0.43 -1.80 0.36
C 1.40 0.16 -1.70